DFT (ωB97M-V/def2-TZVPD) results for 6 unconnected molecules or ions with the total composition C5H24N2O5 in a non-equilibrium geometry.

XYZ file:
```
36
C5H24N2O5, DFT ωB97M-V/def2-TZVPD
C -0.104 2.175 -2.081
C -0.112 0.676 -1.972
C -0.706 0.194 -0.643
C 0.001 0.590 0.586
C 0.171 -0.257 1.661
N 0.815 0.272 2.883
N -0.793 0.095 -3.175
H 0.657 2.452 -2.819
H -1.043 2.551 -2.516
H -0.098 2.664 -1.120
H 0.939 0.362 -1.942
H -0.880 -0.902 -0.679
H -1.764 0.479 -0.499
H 0.371 1.615 0.502
H 0.106 -1.335 1.601
H 1.755 0.644 2.575
H 1.014 -0.414 3.615
H 0.220 1.123 3.227
H -1.133 -0.871 -2.967
H -0.104 0.086 -3.941
H -1.600 0.600 -3.560
H -1.436 2.679 3.463
H -0.280 3.079 2.539
O -0.742 2.310 2.901
H -1.626 -3.145 3.102
H -0.406 -3.917 2.490
O -0.956 -3.134 2.406
H 4.038 -0.168 0.835
H 4.321 1.151 1.327
O 3.565 0.550 1.276
H -2.605 -2.792 -1.768
H -3.004 -1.741 -0.860
O -2.347 -1.878 -1.561
H 1.544 -2.299 -2.266
H 0.770 -1.905 -1.007
O 1.451 -1.592 -1.615
```

Calculated values
LUMO (alpha / beta)   -2.51 / -2.54 eV
Electronic energy   -690.2282 Ha
E_HOMO (alpha / beta)   -5.685 / -9.843 eV
Charge   +1
Multiplicity   2